Entry 1:
Below is an isolated molecule of C2H3Cl2NO, with properties calculated with wB97M-V/def2-TZVPD.

* energy relative to the best compared isomer or geometry (same formula, charge and spin): 2.324 eV
* E_LUMO: 0.8 eV
* E_HOMO: -10.4 eV
* SMILES: O/N=C/C(Cl)Cl
* frontier orbital gap: 0.412 hartree

```
9
Properties=species:S:1:pos:R:3:forces:R:3:nbo_charge:R:1
O 1.979 -0.707 0.916 0.07 0.14 -0.05 -0.5537
N 0.605 -0.643 0.760 0.31 -0.04 -0.32 -0.0981
C 0.299 0.193 -0.129 -0.09 0.46 -0.20 -0.0056
C -1.130 0.454 -0.479 0.32 1.21 1.22 -0.2816
Cl -1.312 0.312 -2.214 -0.33 -0.25 -0.49 0.0093
Cl -2.200 -0.531 0.507 -0.46 -0.08 -0.33 0.0191
H 2.088 -1.435 1.528 0.10 -0.19 0.26 0.4787
H 1.003 0.836 -0.667 0.16 -0.40 0.18 0.1972
H -1.332 1.521 -0.223 -0.08 -0.85 -0.27 0.2349
```
Positions in Å, forces in eV/Å.

=====

Entry 2:
Below is a cluster of 9 separate species, C47H63F8NO26 in total, with properties calculated with wB97M-V/def2-TZVPD.

* energy relative to the best compared isomer or geometry (same formula, charge and spin): 0.000 eV
* E_LUMO: -0.5 eV
* E_HOMO: -9.4 eV
* SMILES: CCCCCCCC1=C(CCC(C)C)C(=O)C=C(CCCCCN)C1=O.O=C1OC[C@@H](F)O1.O=C1OC[C@@H](F)O1.O=C1OC[C@@H](F)O1.O=C1OC[C@@H](F)O1.O=C1OC[C@@H](F)O1.O=C1OC[C@@H](F)O1.O=C1OC[C@@H](F)O1.O=C1OC[C@@H](F)O1
* frontier orbital gap: 0.326 hartree

```
145
Properties=species:S:1:pos:R:3:forces:R:3:lowdin_charge:R:1
C -1.940 2.869 2.751 0.39 0.80 -0.30 -0.0970
C -1.484 3.366 1.347 -1.22 -0.53 0.68 -0.2339
C -1.853 2.337 0.256 0.69 -0.37 0.10 -0.1960
C -0.671 1.359 -0.063 -0.83 0.58 0.30 -0.1831
C -0.984 -0.055 0.451 0.33 0.19 -1.08 -0.2027
C 0.075 -1.080 0.009 0.57 0.37 1.23 -0.1823
C 0.030 -2.349 0.902 -0.67 0.31 -0.66 -0.1017
C -0.781 -3.503 0.337 0.11 -0.53 0.14 -0.0705
C -0.618 -4.785 0.714 0.35 0.17 -0.20 -0.1128
C 0.403 -5.282 1.714 -1.09 -0.31 0.12 -0.1137
C -0.368 -5.630 3.022 0.66 -0.16 -0.53 -0.1659
C 0.568 -6.263 4.090 -1.32 0.08 -0.44 -0.4064
C 0.030 -5.851 5.478 0.68 -0.27 -0.75 -0.0746
C 0.500 -7.798 3.893 0.09 1.11 0.57 -0.0692
C -1.537 -5.835 0.111 -0.69 1.26 0.38 -0.3343
O -1.156 -6.933 -0.190 0.27 -0.86 0.00 0.1034
C -2.967 -5.374 -0.076 0.52 0.48 -0.06 0.0722
C -3.144 -4.098 -0.432 -0.10 -0.08 0.12 -0.1333
C -4.488 -3.415 -0.591 1.09 0.16 -0.24 -0.1361
C -4.810 -3.085 -2.064 -0.70 -0.53 0.44 -0.1757
C -6.258 -2.538 -2.177 0.44 0.40 0.26 -0.1990
C -6.358 -1.032 -2.523 0.01 -0.54 -0.42 -0.2024
C -5.468 -0.575 -3.689 -0.43 0.50 -0.15 -0.2881
N -5.838 -1.180 -4.995 -0.25 0.20 0.65 0.0004
C -1.874 -3.296 -0.693 -0.12 -0.58 1.12 -0.2813
O -1.761 -2.609 -1.671 -0.02 0.50 -0.57 0.1211
H -2.938 2.428 2.707 0.16 -0.19 0.06 0.0669
H -2.001 3.729 3.430 0.07 -0.16 0.02 0.0605
H -1.197 2.186 3.170 -0.32 -0.22 0.00 0.0684
H -2.037 4.295 1.167 0.45 0.03 -0.10 0.0709
H -0.413 3.549 1.414 -0.08 0.30 -0.42 0.0754
H -2.225 2.815 -0.655 0.18 0.06 0.08 0.1004
H -2.676 1.724 0.644 -0.09 0.17 -0.15 0.0883
H 0.201 1.780 0.447 0.18 -0.38 -0.23 0.0956
H -0.469 1.372 -1.138 0.06 -0.21 0.10 0.1151
H -1.046 0.000 1.543 -0.05 -0.19 -0.08 0.1113
H -1.964 -0.348 0.048 0.00 -0.02 0.24 0.1071
H 1.042 -0.603 0.202 -0.07 -0.07 -0.07 0.0863
H 0.049 -1.292 -1.058 -0.20 -0.02 0.13 0.1087
H 1.034 -2.642 1.207 -0.08 -0.25 -0.25 0.1066
H -0.483 -2.061 1.831 0.15 -0.07 -0.02 0.1229
H 1.172 -4.544 1.932 0.04 -0.06 -0.16 0.1059
H 0.843 -6.208 1.329 0.17 0.17 0.01 0.1176
H -0.895 -4.739 3.378 0.17 -0.03 0.06 0.1156
H -1.130 -6.370 2.744 -0.07 0.15 0.20 0.1136
H 1.581 -5.895 3.899 0.01 -0.05 0.29 0.1299
H 0.701 -6.217 6.259 -0.27 0.01 0.14 0.0773
H -0.970 -6.285 5.568 0.09 0.09 0.31 0.0804
H -0.045 -4.762 5.533 0.01 -0.10 0.17 0.0726
H 1.234 -8.246 4.565 -0.08 -0.37 -0.26 0.0627
H -0.511 -8.103 4.183 0.14 -0.21 -0.06 0.0825
H 0.663 -8.040 2.843 0.17 -0.25 0.14 0.0715
H -3.804 -6.043 0.092 0.18 -0.18 -0.09 0.1267
H -5.247 -4.037 -0.110 -0.05 0.04 -0.20 0.1175
H -4.411 -2.469 -0.035 -0.24 -0.11 0.01 0.1306
H -4.049 -2.406 -2.442 -0.15 -0.04 -0.05 0.0838
H -4.734 -4.018 -2.632 0.09 0.13 -0.04 0.1189
H -6.731 -2.670 -1.196 -0.12 -0.05 -0.21 0.0995
H -6.849 -3.143 -2.871 0.14 0.11 -0.07 0.0995
H -7.394 -0.848 -2.841 0.09 0.16 0.23 0.1066
H -6.176 -0.431 -1.626 0.14 -0.01 -0.12 0.1066
H -5.629 0.506 -3.793 0.23 -0.10 0.06 0.1051
H -4.399 -0.701 -3.504 -0.12 -0.17 0.09 0.0903
H -6.414 -1.995 -4.802 0.20 -0.18 -0.16 0.0463
H -6.485 -0.527 -5.420 0.04 -0.09 -0.29 0.0562
O 0.963 -6.595 -6.328 0.07 0.01 0.02 0.1808
C 0.686 -6.434 -5.188 0.10 -0.22 -0.24 -0.5513
O -0.030 -7.307 -4.437 0.11 0.33 0.08 0.0766
C -0.030 -6.823 -3.088 -0.32 -0.31 0.15 -0.0571
C 0.236 -5.353 -3.283 0.35 0.03 0.11 -0.3087
F 0.947 -4.826 -2.253 0.00 0.05 -0.09 0.0735
O 1.038 -5.339 -4.453 -0.42 -0.02 0.01 0.1316
H 0.767 -7.312 -2.525 0.06 0.16 0.03 0.1477
H -0.979 -7.021 -2.599 -0.04 -0.12 -0.19 0.1221
H -0.659 -4.747 -3.449 0.07 0.11 0.12 0.1720
O 1.696 4.399 0.101 0.07 -0.01 -0.13 0.1655
C 2.237 4.813 1.074 -0.20 -0.27 -0.08 -0.5585
O 1.598 5.265 2.173 0.26 -0.03 -0.07 0.0731
C 2.593 5.554 3.170 -0.38 0.20 0.39 -0.0324
C 3.820 5.771 2.327 0.28 -0.33 0.15 -0.2944
F 4.948 5.379 2.966 -0.03 0.02 -0.14 0.0830
O 3.588 4.904 1.219 -0.16 0.49 0.06 0.1155
H 2.704 4.697 3.836 0.16 -0.05 -0.13 0.1541
H 2.309 6.430 3.751 0.05 -0.24 -0.28 0.0995
H 3.947 6.794 1.966 0.13 -0.02 0.04 0.1786
O 3.082 1.041 0.662 0.02 0.05 0.01 0.1776
C 3.661 0.590 -0.268 -0.28 0.21 0.10 -0.5453
O 3.064 -0.006 -1.331 0.39 0.03 0.08 0.0620
C 4.085 -0.291 -2.294 -0.31 -0.25 -0.35 -0.0455
C 5.323 -0.336 -1.437 0.23 0.36 -0.12 -0.3140
F 6.418 0.094 -2.110 -0.02 -0.02 0.10 0.0768
O 5.017 0.590 -0.408 -0.15 -0.38 -0.01 0.1343
H 4.126 0.512 -3.031 0.17 0.05 0.08 0.1449
H 3.887 -1.231 -2.804 -0.18 -0.01 0.15 0.1427
H 5.533 -1.312 -0.995 0.13 0.03 -0.04 0.1739
O 3.711 -8.695 5.025 -0.05 0.01 -0.02 0.1804
C 3.823 -9.087 3.914 -0.10 -0.01 0.37 -0.5514
O 4.425 -10.251 3.566 -0.08 0.19 -0.20 0.0775
C 4.235 -10.435 2.161 0.25 -0.38 -0.04 -0.0529
C 4.000 -9.023 1.691 -0.46 0.07 -0.14 -0.3108
F 3.154 -8.981 0.631 0.05 0.09 0.05 0.0733
O 3.369 -8.425 2.810 0.58 -0.15 -0.07 0.1092
H 3.366 -11.072 1.989 -0.08 0.15 -0.07 0.1469
H 5.109 -10.895 1.706 0.08 0.02 0.20 0.1409
H 4.910 -8.470 1.448 -0.07 0.04 -0.12 0.1743
O 2.217 8.060 4.867 -0.02 0.27 0.13 0.1495
C 1.103 8.440 4.692 0.11 0.02 0.22 -0.5496
O 0.091 8.276 5.568 0.09 0.15 -0.28 0.0934
C -1.053 8.963 5.040 -0.42 -0.06 0.42 -0.0433
C -0.739 9.002 3.570 -0.02 0.37 -0.13 -0.3032
F -1.237 10.117 2.976 0.08 -0.08 -0.03 0.0778
O 0.681 9.065 3.562 -0.13 -0.36 0.04 0.1403
H -1.113 9.962 5.475 0.12 0.07 -0.18 0.1493
H -1.969 8.424 5.257 0.17 -0.20 0.08 0.1145
H -1.066 8.121 3.015 -0.04 0.08 -0.08 0.1633
O 5.515 4.797 -5.214 0.10 -0.08 -0.07 0.1707
C 5.340 5.126 -4.089 0.03 -0.10 -0.16 -0.5514
O 4.609 4.421 -3.193 0.12 0.22 -0.01 0.0672
C 4.738 5.071 -1.922 -0.39 -0.25 0.34 -0.0445
C 5.106 6.473 -2.327 0.40 0.05 0.12 -0.3024
F 5.921 7.063 -1.416 -0.04 0.02 -0.10 0.0745
O 5.827 6.267 -3.531 -0.42 -0.05 -0.01 0.1420
H 5.528 4.588 -1.344 0.09 0.15 -0.02 0.1513
H 3.808 5.021 -1.361 -0.08 -0.16 -0.21 0.1180
H 4.253 7.126 -2.523 0.08 0.09 0.06 0.1781
O 0.669 6.794 -5.227 -0.03 -0.03 0.07 0.1778
C 1.143 5.806 -5.676 -0.01 0.17 0.24 -0.5499
O 2.469 5.527 -5.691 -0.19 -0.14 -0.11 0.0669
C 2.628 4.190 -6.182 0.47 -0.03 -0.07 -0.0625
C 1.356 3.993 -6.964 -0.23 -0.27 0.28 -0.3101
F 0.938 2.702 -6.932 -0.04 0.10 -0.04 0.0750
O 0.429 4.798 -6.253 0.27 0.17 -0.29 0.1339
H 2.706 3.502 -5.339 -0.15 -0.06 -0.05 0.1426
H 3.524 4.102 -6.790 0.04 0.23 0.08 0.1350
H 1.406 4.329 -8.001 -0.07 -0.13 -0.03 0.1736
O -3.499 7.088 4.317 -0.03 -0.01 0.00 0.1683
C -3.894 6.897 3.214 0.05 -0.18 0.15 -0.5389
O -3.103 6.536 2.176 -0.23 0.13 0.02 0.0532
C -3.954 6.263 1.055 0.27 -0.07 -0.34 -0.0531
C -5.186 7.059 1.402 -0.31 -0.30 0.03 -0.3055
F -6.313 6.470 0.939 0.03 0.07 0.08 0.0835
O -5.188 7.018 2.822 0.31 0.26 -0.17 0.1462
H -4.159 5.193 1.006 -0.16 0.04 0.06 0.1404
H -3.489 6.580 0.125 0.17 0.07 0.14 0.1473
H -5.161 8.099 1.071 -0.13 -0.02 -0.02 0.1760
```
Positions in Å, forces in eV/Å.

=====

Entry 3:
Below is an isolated molecule of C5H11N, with properties calculated with wB97M-V/def2-TZVPD.

* energy relative to the best compared isomer or geometry (same formula, charge and spin): 3.005 eV
* E_LUMO: 1.2 eV
* E_HOMO: -8.5 eV
* SMILES: CCN1C[C@H]1C
* frontier orbital gap: 0.357 hartree

```
17
Properties=species:S:1:pos:R:3:forces:R:3:nbo_charge:R:1
C -1.477 1.210 -0.230 -0.04 -0.09 0.00 -0.6178
C -1.275 -0.309 -0.108 -0.73 -0.33 0.07 -0.2104
N 0.058 -0.734 -0.339 -1.15 -0.86 -0.22 -0.4039
C 0.707 -1.772 0.361 -0.09 -0.41 -0.27 -0.2280
C 1.006 -0.334 0.697 -0.92 1.08 -1.76 -0.1380
C 1.666 0.660 -0.329 1.17 0.34 0.86 -0.5774
H -2.530 1.424 -0.026 0.12 0.02 -0.03 0.2147
H -0.879 1.782 0.493 -0.08 -0.25 -0.12 0.2062
H -1.250 1.596 -1.230 -0.01 -0.20 0.15 0.2098
H -1.581 -0.624 0.901 -0.39 -0.06 0.02 0.1533
H -1.864 -0.817 -0.868 -0.59 0.00 0.12 0.1948
H 0.006 -2.318 0.994 0.60 -0.01 0.62 0.1884
H 1.421 -2.389 -0.178 -0.13 0.05 -0.11 0.1991
H 0.560 -0.067 1.684 0.49 0.44 -0.93 0.1886
H 1.987 1.542 0.196 0.99 0.46 0.14 0.1923
H 0.992 1.017 -1.150 0.32 -0.45 1.22 0.2135
H 2.453 0.135 -0.868 0.45 0.27 0.22 0.2149
```
Positions in Å, forces in eV/Å.

=====

Entry 4:
Below is a structure of composition C19H33MnN5O5SSi, with properties calculated with wB97M-V/def2-TZVPD.

* multiplicity: 5
* energy relative to the best compared isomer or geometry (same formula, charge and spin): 0.000 eV
* E_LUMO (alpha / beta): -5.0 / -3.8 eV
* E_HOMO (alpha / beta): -12.0 / -12.3 eV
* <S²>: 6.1579
* net charge: +1
* frontier orbital gap (alpha / beta): 0.258 / 0.314 hartree

```
65
Properties=species:S:1:pos:R:3:forces:R:3:nbo_charge:R:1
Mn 0.015 1.179 1.777 0.01 0.02 -0.17 1.4359
N 0.154 0.938 6.145 0.12 -0.03 0.02 -0.3099
C -0.644 1.141 5.098 -0.08 -0.01 -0.11 0.2473
N 0.073 1.046 3.995 -0.02 -0.01 0.06 -0.5821
C 1.326 0.774 4.450 0.17 -0.04 -0.04 0.2833
N 1.421 0.700 5.752 -0.09 0.02 0.02 -0.2116
C 2.423 0.579 3.497 -0.04 0.01 0.00 0.1296
C 3.729 0.284 3.867 -0.10 0.02 0.03 0.0565
N 4.678 0.103 2.961 0.01 0.00 -0.01 -0.3189
C 4.331 0.214 1.685 0.01 0.00 -0.09 0.0198
C 3.032 0.510 1.295 0.04 0.00 0.16 0.0390
N 2.082 0.693 2.208 0.05 0.05 -0.04 -0.4840
H -0.078 0.938 7.126 0.00 0.00 0.00 0.4418
H -1.700 1.340 5.165 -0.01 0.01 -0.01 0.2442
H 3.994 0.195 4.912 0.00 0.00 0.00 0.2334
H 5.104 0.063 0.943 0.01 0.00 0.00 0.2232
H 2.743 0.594 0.259 -0.01 0.00 -0.01 0.2365
C 1.710 2.689 -1.185 0.00 -0.01 0.02 -0.6306
C 0.419 1.959 -1.507 -0.07 -0.03 0.02 0.2931
C -0.765 2.912 -1.513 0.03 0.01 -0.02 -0.6383
C 0.538 1.219 -2.828 0.00 0.01 -0.06 -0.6414
O 0.216 0.953 -0.424 0.04 0.08 0.11 -0.9966
Si -0.700 -0.455 -0.546 0.01 -0.07 -0.08 2.2315
S -0.657 -0.953 1.521 0.01 -0.06 0.08 -0.5317
O -0.071 -1.574 -1.512 -0.01 -0.04 -0.04 -0.9727
C 0.914 -2.633 -1.466 -0.04 0.07 0.03 0.2862
C 0.322 -3.799 -0.691 0.05 -0.07 0.00 -0.6320
C 2.183 -2.118 -0.805 -0.01 -0.02 -0.01 -0.6369
C 1.171 -3.012 -2.915 0.00 0.00 0.02 -0.6181
O -2.130 0.007 -1.119 0.04 0.04 -0.02 -0.9772
C -3.276 -0.756 -1.588 0.05 0.01 0.05 0.2865
C -3.462 -1.978 -0.701 -0.04 -0.02 -0.02 -0.6422
C -4.459 0.188 -1.471 -0.03 -0.03 -0.01 -0.6178
C -3.023 -1.151 -3.034 0.00 0.02 0.00 -0.6324
H 1.822 3.538 -1.859 -0.01 0.00 -0.01 0.2380
H 2.577 2.043 -1.330 0.00 -0.01 0.00 0.2044
H 1.702 3.073 -0.165 -0.01 0.01 0.01 0.2220
H -0.710 3.545 -2.399 0.02 0.01 0.01 0.2297
H -0.741 3.564 -0.642 0.00 0.03 -0.01 0.2017
H -1.707 2.369 -1.533 -0.01 -0.04 0.01 0.2469
H 0.775 1.937 -3.614 0.00 0.01 0.00 0.2348
H -0.392 0.720 -3.099 -0.02 -0.01 0.01 0.2330
H 1.336 0.478 -2.789 0.01 -0.01 0.00 0.2170
H 0.111 -3.521 0.342 0.00 0.02 -0.01 0.2181
H 1.024 -4.634 -0.682 -0.01 -0.01 0.00 0.2247
H -0.601 -4.136 -1.163 -0.01 0.00 -0.01 0.2204
H 1.989 -1.841 0.233 -0.02 0.00 0.02 0.2103
H 2.564 -1.251 -1.351 0.01 0.01 0.00 0.2041
H 2.953 -2.890 -0.813 0.00 -0.01 -0.01 0.2310
H 0.246 -3.336 -3.391 -0.01 0.00 0.00 0.2221
H 1.893 -3.827 -2.972 0.01 -0.01 0.01 0.2205
H 1.566 -2.160 -3.469 0.00 0.01 -0.01 0.2139
H -3.603 -1.683 0.340 0.00 0.01 0.01 0.2233
H -2.601 -2.647 -0.766 0.02 0.00 -0.01 0.2114
H -4.340 -2.540 -1.020 -0.01 0.00 0.00 0.2306
H -4.595 0.501 -0.436 0.01 0.00 0.02 0.2196
H -5.370 -0.307 -1.809 -0.01 0.00 0.00 0.2193
H -4.300 1.074 -2.085 0.01 0.01 -0.01 0.2155
H -2.141 -1.785 -3.112 0.02 -0.01 0.01 0.2215
H -2.872 -0.262 -3.647 0.00 0.01 0.00 0.2147
H -3.879 -1.697 -3.431 -0.02 0.00 0.00 0.2230
O -1.777 2.202 1.759 -0.20 -0.02 0.03 -0.6672
C -1.108 3.261 1.829 -0.08 0.12 0.04 0.6439
O 0.161 3.184 1.852 0.19 -0.03 0.02 -0.7172
H -1.599 4.240 1.872 0.03 -0.03 0.00 0.1556
```
Positions in Å, forces in eV/Å.